Entry 1:
Below is an isolated ion of composition C5H3Cl3N3 and charge +1, with properties calculated with wB97M-V/def2-TZVPD.

## Properties
frontier orbital gap (spin up / spin down)	7.29 / 7.29	eV
total charge	+1
energy above the lowest of the compared OMol25 structures with the same formula, charge and spin	4.0	kcal per mole

The geometry in XYZ format:
```
14
Properties=species:S:1:pos:R:3:forces:R:3:lowdin_charge:R:1
C 1.29875 0.03647 -1.63123 -0.46 -0.56 2.57 -0.239
C -1.07074 1.22879 0.00435 -0.16 -1.17 -0.41 -0.719
C -1.93431 -0.87527 -0.53677 -0.82 -1.66 -0.34 -0.835
C 0.38270 0.91298 0.49492 -2.62 -2.61 -2.17 -0.120
C 0.99052 -0.17294 -0.27456 0.36 -1.50 0.39 -0.539
N 1.44730 0.14704 -2.74140 0.70 0.56 -3.26 0.291
N -1.99243 0.43714 -0.28694 -0.33 0.62 0.18 0.075
N -1.03106 -1.38639 -1.26309 1.92 0.48 0.91 0.162
Cl -1.38294 2.83803 -0.11687 -0.15 1.87 0.08 0.923
Cl -3.32438 -1.80762 -0.06348 0.39 0.42 0.24 0.763
Cl 1.82180 -1.43740 0.51610 -0.75 0.87 -0.56 0.915
H 0.85247 1.75426 0.14855 1.76 2.44 0.18 0.099
H 0.22089 0.64804 1.48078 0.61 0.09 2.37 0.121
H -0.95366 -2.40370 -1.28946 -0.45 0.16 -0.19 0.104
```
Forces are in eV/Å.

***

Entry 2:
Below is C5H3CrO6 as an isolated structure, with properties calculated with wB97M-V/def2-TZVPD.

## Properties
frontier orbital gap (spin up / spin down)	8.98 / 8.10	eV
total charge	+1
2S+1	5

The geometry in XYZ format:
```
15
Properties=species:S:1:pos:R:3:forces:R:3:lowdin_charge:R:1
O 5.34224 -1.34769 -1.65924 -3.66 -0.19 2.37 0.003
C 4.36616 -1.39659 -1.03212 3.64 0.20 -2.36 0.016
Cr 0.02085 0.00688 0.00472 2.01 -2.27 -0.20 0.433
C -1.33886 -0.34099 1.21663 -6.16 -2.13 8.17 -0.099
O -2.24979 -0.55365 1.94597 4.48 1.07 -3.48 0.195
C -0.79594 1.38347 -0.93454 -2.62 8.05 -5.16 -0.127
O -1.34131 2.21138 -1.55848 2.45 -3.66 2.75 0.241
C -0.47304 -1.22179 -1.30837 -0.08 -6.82 -6.74 -0.107
O -0.83613 -1.94274 -2.16199 1.64 3.46 3.95 0.219
C 0.85625 1.26235 1.00999 6.97 7.46 6.25 -0.120
O 1.45161 2.10032 1.62529 -3.90 -4.88 -3.77 0.183
H 1.17141 0.28746 -1.01421 0.92 0.34 -0.42 0.067
O -2.16244 -0.17023 -0.63812 -3.26 -0.45 -1.31 -0.141
H -2.80177 0.48436 -0.40614 -1.39 1.06 0.17 0.117
H -2.62063 -0.99827 -0.61839 -1.04 -1.24 -0.21 0.119
```
Forces are in eV/Å.

***

Entry 3:
Below is a 2-piece molecular cluster, C5H3F3 overall, with properties calculated with wB97M-V/def2-TZVPD.

## Properties
frontier orbital gap	11.63	eV
total charge	0
energy above the lowest of the compared OMol25 structures with the same formula, charge and spin	64.6	kcal per mole
SMILES string	C#CC(F)(F)F.C#C

The geometry in XYZ format:
```
11
Properties=species:S:1:pos:R:3:forces:R:3:lowdin_charge:R:1
C 0.54977 -1.30850 1.44341 -1.70 -0.08 -1.78 0.181
C -0.06959 -1.40564 0.40707 2.03 0.14 1.56 0.016
C -0.60231 -1.29996 -0.92443 -1.17 1.60 -1.99 -0.626
F -1.46586 -2.24030 -1.23236 -0.30 -1.43 0.02 0.158
F 0.30244 -1.26104 -1.95714 -0.43 0.08 1.49 0.119
F -1.36570 -0.15253 -1.00956 1.00 -0.30 0.09 0.089
H 0.85594 -1.12079 2.42873 0.53 -0.10 0.59 0.040
C 0.04000 2.05026 0.61709 0.53 -0.11 -0.10 -0.007
C 0.84737 2.35176 -0.20376 -0.61 0.08 0.39 0.018
H -0.55089 1.66968 1.38187 -0.79 -0.24 0.69 0.009
H 1.45883 2.71708 -0.95091 0.91 0.36 -0.97 0.002
```
Forces are in eV/Å.

***

Entry 4:
Below is a 2-piece molecular cluster, C5H3F3NO3P overall, with properties calculated with wB97M-V/def2-TZVPD.

## Properties
frontier orbital gap	6.45	eV
total charge	-2
energy above the lowest of the compared OMol25 structures with the same formula, charge and spin	24.3	kcal per mole

The geometry in XYZ format:
```
16
Properties=species:S:1:pos:R:3:forces:R:3:lowdin_charge:R:1
C 0.09366 -1.94162 -0.10469 -0.90 1.22 0.80 -0.188
C -1.07103 -1.82680 0.67171 0.58 -0.25 0.83 -0.242
C 0.73247 -0.88151 -0.54914 -0.31 1.52 -0.01 -0.039
C -1.01379 0.49197 0.67413 0.51 -0.36 0.40 -0.048
C 1.78928 -0.66878 -1.33142 3.01 0.24 -1.88 -0.425
N -1.33460 -0.59745 1.10067 -0.74 0.44 -1.20 -0.014
O -2.72965 2.16623 1.29336 -1.45 -0.10 -0.49 -0.361
O -0.53733 2.85538 2.18023 2.85 0.72 2.05 -0.352
O -0.87966 3.07500 -0.28077 1.55 -1.07 1.36 -0.226
F 1.74504 0.05890 -2.48371 -0.65 -0.20 0.68 0.030
F 3.03359 -0.33883 -0.82088 -0.92 -0.26 0.20 0.006
F 2.48919 -2.14732 -2.23657 -0.46 0.34 0.54 -0.426
P -1.27287 2.23402 1.10604 -2.37 0.10 -1.80 0.117
H 0.44069 -2.89815 -0.21217 0.89 -2.48 -0.97 0.067
H -1.56819 -2.69561 1.01467 -0.67 -0.40 0.58 0.048
H 0.08320 3.11459 -0.02145 -0.92 0.54 -1.09 0.053
```
Forces are in eV/Å.

***

Entry 5:
Below is an isolated ion of composition C5H3FNO2 and charge -1, with properties calculated with wB97M-V/def2-TZVPD.

## Properties
frontier orbital gap (spin up / spin down)	7.27 / 7.27	eV
total charge	-1
energy above the lowest of the compared OMol25 structures with the same formula, charge and spin	80.0	kcal per mole

The geometry in XYZ format:
```
12
Properties=species:S:1:pos:R:3:forces:R:3:lowdin_charge:R:1
C -0.17859 1.13571 0.81995 -0.10 -0.03 1.05 -0.116
C -1.06195 1.44475 -0.15012 -1.60 2.05 -1.06 -0.200
C 0.60236 -0.08474 0.74720 1.01 -0.17 0.87 -0.271
C 1.19744 -2.32769 -0.21950 -0.75 2.27 -0.06 -0.790
C -0.99491 1.29720 -1.57760 0.10 -0.94 -0.76 -0.010
N 0.38651 -0.90462 -0.17339 0.64 -1.34 -1.21 0.157
O 2.19949 -2.36429 -0.88828 0.96 0.34 -0.71 -0.012
O 0.54905 -3.08996 0.44048 -1.00 -1.73 1.28 -0.009
F -2.22510 1.18108 -2.22146 1.13 0.10 1.53 -0.096
H -0.00786 1.64241 1.79577 -0.77 0.22 -0.96 0.099
H -1.82090 2.31729 -0.16649 1.06 -0.92 0.97 0.123
H 1.35447 -0.24713 1.59342 -0.68 0.16 -0.94 0.125
```
Forces are in eV/Å.

***

Entry 6:
Below is C5H3FO2 in the gas phase, with properties calculated with wB97M-V/def2-TZVPD.

## Properties
frontier orbital gap (spin up / spin down)	8.46 / 8.46	eV
total charge	0
energy above the lowest of the compared OMol25 structures with the same formula, charge and spin	117.5	kcal per mole
SMILES string	CC(=C=O)C1=C(F)O1

The geometry in XYZ format:
```
11
Properties=species:S:1:pos:R:3:forces:R:3:lowdin_charge:R:1
C -0.41805 -1.33588 -0.55811 -0.85 2.21 0.62 0.003
C 0.18212 0.10787 -0.47346 -1.34 -1.16 -0.99 -0.153
C 0.50411 0.67010 -1.65187 -0.02 0.26 0.64 -0.062
O 0.74427 1.07355 -2.70601 -0.09 -0.33 0.87 0.246
C 0.07700 0.65704 0.83528 -0.50 -1.13 -1.74 -0.382
C 0.88627 1.27598 1.71251 2.31 2.48 2.87 -0.025
F 0.35153 2.24256 2.45108 0.30 0.78 -0.36 0.032
O -0.41487 0.12686 1.87458 -0.78 -1.42 -0.92 0.100
H 0.24028 -2.04075 -0.11600 0.82 -0.92 -0.50 0.082
H -0.90259 -1.46311 -1.50404 0.42 -0.86 -0.70 0.081
H -1.25008 -1.31422 0.13606 -0.27 0.09 0.22 0.079
```
Forces are in eV/Å.

***

Number 1: electronic energy -47259.9029 eV, F_max 0.0834 Eh/bohr. Number 2: electronic energy -45925.9255 eV, F_max 0.2328 Eh/bohr. Number 3: electronic energy -13381.5905 eV, F_max 0.0546 Eh/bohr. Number 4: electronic energy -30305.4758 eV, F_max 0.0697 Eh/bohr. Number 5: electronic energy -13533.1303 eV, F_max 0.0546 Eh/bohr. Number 6: electronic energy -12040.3794 eV, F_max 0.0863 Eh/bohr.